(1)
{
  "formula": "C16H31NP2RuSe",
  "method": "ωB97M-V with the def2-TZVPD basis set",
  "elements": ["P", "P", "C", "C", "H", "H", "H", "H", "C", "H", "H", "H", "C", "H", "H", "H", "C", "H", "H", "H", "C", "H", "H", "H", "Ru", "C", "C", "C", "C", "C", "C", "C", "C", "C", "H", "H", "H", "H", "H", "H", "H", "H", "H", "H", "H", "H", "H", "H", "H", "Se", "C", "N"],
  "xyz": [[-0.6306, -0.6909, 2.2603], [-1.8327, -1.8010, -0.3792], [0.1702, -0.1839, 0.6605], [-0.8429, -0.2148, -0.4693], [0.9994, -0.8954, 0.4889], [0.6262, 0.8141, 0.7826], [-1.5731, 0.6135, -0.3877], [-0.3599, -0.1263, -1.4616], [-0.8282, -2.9783, -1.3626], [-1.4358, -3.8793, -1.5284], [0.0739, -3.2476, -0.7992], [-0.5429, -2.5485, -2.3359], [-3.2610, -1.4761, -1.4739], [-2.9381, -1.0795, -2.4497], [-3.9254, -0.7533, -0.9834], [-3.7957, -2.4247, -1.6218], [0.7894, -1.0165, 3.3500], [0.4363, -1.1537, 4.3779], [1.4840, -0.1696, 3.3176], [1.2889, -1.9314, 3.0183], [-1.3074, 0.8765, 2.9160], [-2.1752, 1.1826, 2.3231], [-0.5436, 1.6627, 2.8856], [-1.6141, 0.7109, 3.9553], [-2.1131, -2.2916, 1.8682], [0.9993, 2.2346, -3.2181], [1.7107, 1.1151, -3.2845], [3.1789, 0.9197, -3.0314], [3.8775, 2.0108, -2.1964], [3.2701, 2.1874, -0.8356], [2.2395, 2.9413, -0.4727], [1.4089, 3.8646, -1.3184], [1.4478, 3.6156, -2.8391], [-2.2778, -2.8085, 3.9450], [-0.0715, 2.2001, -3.5056], [1.2170, 0.1962, -3.6525], [3.7305, 0.7976, -3.9796], [3.2916, -0.0440, -2.5059], [4.9192, 1.6630, -2.0423], [3.9476, 2.9435, -2.7685], [3.8087, 1.6132, -0.0539], [1.9767, 2.9946, 0.6008], [1.6751, 4.9192, -1.1295], [0.3638, 3.7658, -0.9774], [0.7226, 4.3247, -3.2874], [2.4298, 3.8846, -3.2458], [-3.2877, -2.7563, 4.4638], [-1.9166, -1.9478, 4.5016], [-1.7830, -3.7071, 4.1798], [-5.1561, -5.5719, 4.2535], [-4.2064, -4.5229, 3.1271], [-3.6648, -3.8310, 2.3211]],
  "forces_ev_per_a": [[2.0, 2.3, -0.5], [1.9, 2.0, -2.5], [0.3, -0.1, 0.3], [-0.5, -0.2, -0.3], [-0.3, 0.3, 0.0], [-0.1, -0.3, -0.1], [0.3, -0.3, 0.0], [-0.2, 0.0, 0.4], [-0.2, -0.4, 0.5], [0.3, 0.1, 0.0], [-0.2, 0.0, -0.2], [-0.2, 0.0, 0.4], [-0.5, -0.3, 0.6], [0.1, -0.2, 0.4], [0.0, -0.2, -0.2], [0.0, 0.3, 0.0], [-0.4, -0.5, 0.1], [0.2, 0.0, -0.1], [-0.2, -0.1, -0.1], [0.1, 0.2, 0.1], [-0.4, -0.4, 0.1], [0.1, 0.1, 0.2], [-0.1, -0.3, 0.0], [0.0, 0.2, -0.2], [-3.4, -3.3, 0.6], [-0.8, 0.0, -0.3], [0.0, -0.5, -0.5], [0.2, -0.1, 0.3], [0.7, -0.3, -0.3], [0.5, -0.4, 0.6], [-0.1, 0.4, 0.6], [-0.3, 0.0, -0.2], [-0.3, 0.7, 0.0], [-1.3, 2.7, 3.5], [0.7, -0.2, 0.2], [0.1, 0.5, 0.2], [-0.3, 0.0, 0.2], [0.1, 0.2, -0.1], [-0.5, 0.3, -0.2], [0.0, -0.3, 0.3], [-0.5, 0.4, -0.3], [0.2, -0.2, -0.5], [0.0, -0.4, 0.1], [0.2, 0.1, -0.1], [0.5, -0.3, 0.2], [-0.4, -0.1, 0.1], [0.8, -0.6, -1.3], [1.2, 0.2, -0.2], [0.8, -1.1, -0.1], [0.5, 0.5, -0.4], [0.4, 1.0, -2.2], [-0.9, -1.4, 1.3]],
  "spin_multiplicity": 5,
  "lumo_ev": [-6.43, -10.31],
  "s2": 6.03,
  "total_charge": 2
}


(2)
{
  "formula": "C16H31NP2SSn",
  "method": "ωB97M-V with the def2-TZVPD basis set",
  "elements": ["P", "P", "C", "C", "H", "H", "H", "H", "C", "H", "H", "H", "C", "H", "H", "H", "C", "H", "H", "H", "C", "H", "H", "H", "Sn", "C", "C", "C", "C", "C", "C", "C", "C", "C", "H", "H", "H", "H", "H", "H", "H", "H", "H", "H", "H", "H", "H", "H", "H", "S", "C", "N"],
  "xyz": [[0.2499, -1.8593, -5.5562], [0.3539, 2.2547, -5.1796], [-0.1206, -0.2912, -6.3738], [0.8441, 0.9148, -6.3199], [-1.1216, -0.0029, -6.0167], [-0.2551, -0.5972, -7.4253], [1.9041, 0.6486, -6.1837], [0.7636, 1.4068, -7.2974], [-0.9367, 3.1603, -6.0962], [-1.3508, 3.9621, -5.4641], [-1.7485, 2.4807, -6.4033], [-0.4803, 3.5936, -6.9960], [1.7778, 3.3038, -4.8925], [1.8418, 4.0381, -5.7141], [2.7049, 2.7052, -4.8914], [1.6811, 3.8465, -3.9381], [-1.0980, -2.9266, -6.0833], [-1.3657, -3.6303, -5.2845], [-0.8167, -3.4879, -6.9854], [-1.9858, -2.3174, -6.3295], [1.8788, -2.4522, -5.9816], [2.5812, -1.6150, -6.0758], [1.8429, -2.9821, -6.9406], [2.2508, -3.1500, -5.2179], [2.5292, 0.0945, -0.1352], [-0.6785, 1.6437, -3.7693], [-1.9573, 1.0825, -4.2172], [-2.6760, -0.1170, -3.8082], [-2.0821, -1.0238, -2.6609], [-1.0630, -1.9477, -3.1261], [0.2055, -1.6415, -3.7760], [0.9814, -0.3451, -3.3456], [0.1953, 0.8315, -2.7616], [0.9256, -1.4090, 0.2308], [-0.8861, 2.6036, -3.2583], [-2.5942, 1.7970, -4.7525], [-2.9587, -0.7771, -4.6638], [-3.6618, 0.2125, -3.4548], [-1.7679, -0.4167, -1.8061], [-2.9253, -1.6297, -2.2840], [-1.2659, -3.0104, -2.9755], [0.8783, -2.4784, -3.4823], [1.5699, 0.0286, -4.2019], [1.7362, -0.6343, -2.5827], [-0.4150, 0.5086, -1.9084], [0.9383, 1.5057, -2.2828], [1.1559, -1.8793, 1.1958], [0.9411, -2.1485, -0.5776], [-0.0564, -0.9195, 0.2831], [1.0764, 1.7687, 0.9383], [1.2031, 0.9226, 2.3854], [1.2573, 0.3751, 3.4295]],
  "forces_ev_per_a": [[-0.6, 0.4, -0.2], [-1.7, -0.2, -1.0], [-0.1, 0.0, -0.6], [0.1, -0.1, -0.3], [0.2, -0.2, -0.1], [0.0, 0.2, 0.2], [-0.4, 0.1, 0.0], [0.3, 0.0, 0.1], [0.5, 0.2, -0.3], [0.1, -0.2, -0.3], [0.5, 0.3, 0.1], [-0.2, 0.0, 0.2], [0.3, 0.2, 0.3], [-0.1, -0.3, 0.3], [-0.4, 0.2, 0.1], [0.1, -0.2, -0.3], [-0.1, -0.3, -0.3], [0.1, 0.1, -0.3], [0.0, 0.1, 0.2], [0.4, -0.2, 0.2], [0.3, -0.3, -0.4], [-0.1, -0.2, 0.1], [0.1, 0.1, 0.1], [-0.2, 0.2, -0.2], [-0.3, -0.6, 0.3], [1.7, 0.0, 1.6], [-0.6, 1.0, -0.8], [-0.4, -1.3, 1.1], [-1.6, 0.5, -0.3], [-0.3, -1.2, 0.3], [1.5, 0.0, 1.0], [0.3, -0.1, 0.1], [0.0, 0.2, 0.3], [0.5, 0.3, -0.3], [0.0, 0.0, -0.1], [0.3, -0.3, 0.2], [0.3, 0.3, 0.3], [0.0, 0.1, 0.0], [-0.3, -0.2, -0.1], [0.3, 0.3, -0.2], [0.1, 0.3, 0.0], [-0.2, 0.3, -0.1], [0.0, -0.2, 0.4], [-0.5, 0.0, -0.6], [0.4, 0.3, -0.4], [-0.3, -0.1, -0.5], [-0.2, -0.1, -0.3], [0.0, -0.1, 0.3], [0.3, -0.1, 0.1], [-0.1, 0.9, 0.0], [-0.2, -1.3, 2.7], [0.0, 1.2, -2.6]],
  "lumo_ev": [-6.39, -6.74],
  "total_charge": 2
}


(3)
{
  "formula": "C16H31NP2SZn",
  "method": "ωB97M-V with the def2-TZVPD basis set",
  "elements": ["P", "P", "C", "C", "H", "H", "H", "H", "C", "H", "H", "H", "C", "H", "H", "H", "C", "H", "H", "H", "C", "H", "H", "H", "Zn", "C", "C", "C", "C", "C", "C", "C", "C", "C", "H", "H", "H", "H", "H", "H", "H", "H", "H", "H", "H", "H", "H", "H", "H", "S", "C", "N"],
  "xyz": [[0.8251, -2.4627, 1.7616], [0.7720, 2.2500, 0.4162], [0.0916, -0.7691, 1.4821], [1.0632, 0.3526, 1.1659], [-0.3017, -0.5745, 2.4772], [-0.7130, -0.9344, 0.7510], [1.6365, 0.5435, 2.0707], [1.7307, 0.0110, 0.3490], [-0.5311, 3.5319, 0.7084], [-0.7823, 3.5783, 1.7828], [-1.4531, 3.4513, 0.1506], [-0.1361, 4.5262, 0.4668], [1.8628, 2.9917, 1.6563], [2.0743, 4.0145, 1.3301], [2.7833, 2.3837, 1.6399], [1.3552, 2.9448, 2.6403], [-0.2316, -3.7063, 0.9945], [-0.0422, -4.6823, 1.4643], [0.0102, -3.7732, -0.0767], [-1.2938, -3.4600, 1.1091], [2.4297, -2.5465, 1.0081], [2.8889, -1.5576, 1.0277], [2.3246, -2.8979, -0.0267], [3.0406, -3.2534, 1.5806], [-1.6588, 0.6777, -0.7126], [-0.4787, 1.9375, -2.1226], [-1.8615, 1.8467, -2.3246], [-2.5813, 0.8525, -3.1938], [-1.8611, -0.5352, -3.2188], [-1.3679, -0.9515, -1.8481], [-0.0002, -1.0310, -1.5781], [1.0588, -0.2643, -2.2721], [0.6698, 1.1796, -2.7918], [0.8123, -2.6862, 3.5279], [-0.1410, 2.9316, -1.7836], [-2.4131, 2.7763, -2.1124], [-2.8210, 1.2587, -4.1873], [-3.5567, 0.6687, -2.7166], [-2.5568, -1.3221, -3.5309], [-1.0127, -0.5247, -3.9156], [-2.0022, -1.6651, -1.3159], [0.3526, -1.9715, -1.1328], [1.4166, -0.8785, -3.1291], [1.9592, -0.2254, -1.6261], [1.6076, 1.7673, -2.6982], [0.4264, 1.0709, -3.8634], [1.2799, -1.7854, 3.9397], [1.2967, -3.6084, 3.8794], [-0.2503, -2.6560, 3.8031], [-1.4620, 0.5606, 4.3129], [-1.9531, 1.1336, 2.8882], [-2.3055, 1.4821, 1.7935]],
  "forces_ev_per_a": [[-1.2, 1.5, -0.9], [1.3, -0.4, -0.9], [-0.1, -0.7, 0.4], [-0.1, 0.4, -0.6], [-0.6, 0.1, 0.0], [0.2, 0.1, 0.4], [0.2, 0.1, 0.1], [-0.3, 0.6, 0.4], [-0.8, -0.1, 1.4], [-0.1, 0.0, -0.5], [-0.2, -0.4, -0.1], [0.6, -0.4, -0.2], [0.4, -0.5, 0.6], [0.0, -0.2, 0.3], [-0.2, 0.5, 0.3], [0.6, 0.3, -0.2], [0.1, -0.4, -0.1], [-0.1, 0.2, -0.2], [-0.2, 0.0, 0.4], [0.3, 0.1, 0.1], [0.6, -0.6, 0.1], [0.0, -0.1, 0.0], [0.1, 0.2, 0.3], [0.1, 0.1, -0.3], [-0.2, 0.6, 1.8], [1.8, 1.1, 0.0], [-1.2, 0.8, -0.5], [-0.5, -0.9, 0.0], [-0.5, 0.6, -0.4], [-1.6, -0.6, 0.5], [1.2, -0.6, 0.5], [0.3, 0.4, -0.6], [0.3, -0.9, -0.1], [0.1, 0.0, 0.1], [-0.4, -0.6, -0.3], [0.2, -0.5, -0.1], [0.4, -0.2, -0.1], [0.1, 0.1, -0.3], [0.0, 0.3, -0.4], [-0.3, 0.0, 0.1], [0.3, -0.4, -0.5], [0.0, 0.3, 0.2], [0.0, 0.4, 0.0], [-0.4, 0.4, -0.2], [-0.8, -0.1, -0.2], [0.3, 0.2, 0.2], [0.0, -0.2, 0.2], [-0.2, 0.3, -0.1], [0.2, 0.0, 0.1], [0.3, -0.2, 1.1], [-1.3, 0.9, -3.8], [1.1, -1.2, 2.0]],
  "lumo_ev": [-0.09, -0.06],
  "total_charge": 0
}


(4)
{
  "formula": "C16H32AlB2O8",
  "method": "ωB97M-V with the def2-TZVPD basis set",
  "elements": ["Al", "B", "H", "H", "H", "H", "B", "H", "H", "H", "H", "O", "C", "O", "C", "C", "C", "H", "H", "H", "H", "H", "H", "O", "C", "O", "C", "C", "C", "H", "H", "H", "H", "H", "H", "O", "C", "O", "C", "C", "C", "H", "H", "H", "H", "H", "H", "O", "C", "O", "C", "C", "C", "H", "H", "H", "H", "H", "H"],
  "xyz": [[-0.7466, 0.4675, 0.0309], [-0.8684, 2.8313, -1.8070], [-1.7533, 2.1646, -1.4444], [-0.2191, 2.1711, -2.4644], [-1.2683, 3.7184, -2.4033], [-0.2790, 3.2235, -0.9136], [-3.1833, -0.2593, 1.5979], [-2.7463, -1.0193, 0.8527], [-3.9253, 0.4248, 1.0845], [-3.6316, -0.7786, 2.5097], [-2.3220, 0.3455, 2.0929], [-0.4331, -1.9019, 1.7966], [-1.0265, -2.7724, 2.4333], [-1.1246, -3.9698, 1.9499], [-1.8354, -4.8426, 2.8504], [-1.8247, -4.1274, 4.1834], [-1.6298, -2.6680, 3.8099], [-1.3390, -5.7949, 3.0244], [-2.8493, -5.0145, 2.4910], [-0.9706, -4.5463, 4.7175], [-2.7067, -4.3487, 4.7816], [-0.9542, -2.1966, 4.5220], [-2.5701, -2.1199, 3.8286], [1.8372, 1.0315, -1.2003], [2.6692, 1.2364, -2.0457], [3.7101, 2.0592, -1.8596], [4.5346, 2.1763, -2.9922], [4.2063, 0.9100, -3.7790], [2.8063, 0.5665, -3.3764], [5.5748, 2.1794, -2.6744], [4.3278, 3.0050, -3.6712], [4.8525, 0.0676, -3.5219], [4.3201, 0.9667, -4.8619], [2.5581, -0.4930, -3.3154], [1.9939, 0.9321, -4.0117], [-2.0478, 2.8896, 1.1796], [-2.6175, 3.8950, 0.8148], [-3.9582, 3.9068, 0.7763], [-4.4184, 5.1444, 0.1818], [-3.1922, 5.7170, -0.5133], [-2.0345, 5.2157, 0.3248], [-4.7883, 5.7706, 0.9921], [-5.1560, 4.7862, -0.5333], [-3.4047, 6.7860, -0.5359], [-3.1296, 5.3170, -1.5245], [-1.9004, 5.6912, 1.3028], [-1.0523, 5.1262, -0.1267], [1.0793, -1.7660, -0.5331], [1.9500, -2.6192, -0.5879], [2.8197, -2.6737, -1.5394], [3.6460, -3.8335, -1.4116], [3.5673, -4.1510, 0.0720], [2.1789, -3.7105, 0.4614], [4.7139, -3.7746, -1.6145], [3.2098, -4.6504, -1.9854], [4.3299, -3.7464, 0.7357], [3.6319, -5.2381, 0.1529], [1.9653, -3.2280, 1.4128], [1.4241, -4.4786, 0.2836]],
  "forces_ev_per_a": [[-1.4, 1.0, 0.2], [2.5, -1.6, 0.7], [-2.7, -1.9, 0.8], [1.1, -1.0, -1.2], [-1.7, 1.4, -0.6], [1.3, 0.8, 1.4], [0.1, 0.9, -2.3], [0.3, -2.1, -1.8], [-0.6, 1.4, -1.1], [0.4, -1.5, 1.8], [1.8, 2.1, 1.5], [-0.8, -0.3, 0.7], [1.1, 2.7, -0.2], [-0.2, -1.9, -0.6], [-0.7, -0.4, 0.7], [0.1, -0.4, 0.4], [0.1, -0.4, 0.8], [0.2, 0.0, -0.9], [0.1, 0.1, -0.4], [0.0, 0.4, 0.3], [0.0, 0.1, -0.1], [0.1, 0.3, -0.3], [0.1, 0.1, -0.3], [-0.6, 0.3, 0.9], [0.4, -0.7, -0.2], [-0.9, 0.9, 1.3], [0.6, -1.3, -1.6], [0.7, -1.1, -1.1], [-1.3, -0.2, -0.1], [-0.1, 0.3, 0.1], [-0.3, 0.5, 0.8], [0.1, 0.2, 0.4], [0.0, 0.5, 0.0], [0.3, 0.0, 0.3], [0.2, 0.5, -0.2], [0.4, -0.1, 0.2], [0.1, -1.1, -0.5], [0.7, 0.2, 0.2], [0.3, -1.2, -0.2], [-0.7, 0.8, 0.1], [-0.5, -0.6, 1.0], [-0.3, 0.1, -0.2], [-0.4, 0.7, 0.2], [0.8, 0.1, -0.3], [0.1, 0.1, 0.0], [0.0, 0.7, -0.2], [-0.2, -0.2, -0.1], [0.1, 0.2, -0.5], [-2.1, 0.6, 2.1], [1.5, 0.5, -2.2], [0.4, -0.9, 1.5], [-0.3, -1.9, 1.0], [-0.6, 1.1, -1.0], [-0.3, 1.0, -0.9], [0.0, 0.2, -0.2], [0.1, 0.4, -0.5], [0.3, 0.0, 0.3], [0.3, -0.3, 0.2], [0.0, 0.0, 0.1]],
  "lumo_ev": -8.12,
  "total_charge": 1
}


The following total energy values (in eV) correspond, in order, to the records above: -105070.449; -53810.093; -96408.773; -41425.969.
The following relative energy (zero: lowest compared OMol25 entry of this formula, charge and spin) values (in kcal per mole) correspond, in order, to the records above: 0.0; 2.0; 99.7; 44.3.
The following molar mass values (in g/mol) correspond, in order, to the records above: 479.41; 450.16; 396.84; 401.03.